1.
Density functional theory data (wB97M-V/def2-TZVPD) for a molecular structure, C43H48BF4IN4O2Ti at a distorted geometry.

2S+1 ... 1
Max |F| ... 2.4 eV Å⁻¹
M ... 914.458 Da
DFT total energy ... -98200.162 eV

Atoms and positions in Å:
1 H -4.870 -0.841 4.104
2 F 0.018 -2.002 2.832
3 C 5.679 0.416 -2.489
4 N 1.644 0.250 1.662
5 C -2.579 -0.475 -0.855
6 H 5.667 0.942 1.958
7 C -2.571 3.530 -3.586
8 H 6.761 0.407 -2.592
9 C 1.459 0.694 2.935
10 C 3.614 -0.215 0.285
11 H 3.656 -0.693 5.583
12 H 2.122 1.942 5.330
13 C -0.279 3.080 -4.210
14 C -0.008 2.659 -2.919
15 H -1.636 2.355 5.156
16 C -3.194 -0.032 0.305
17 N 1.640 -0.628 -1.080
18 C 3.689 0.563 2.662
19 H 1.909 -0.540 5.708
20 O 0.242 1.472 -0.349
21 C 2.983 -0.587 -0.893
22 H 5.321 -1.543 2.175
23 H 0.253 1.337 4.539
24 C -2.260 -0.198 -5.270
25 H 2.037 -1.323 -5.046
26 H -2.467 0.951 7.004
27 H -3.563 3.869 -3.850
28 C -2.414 0.525 6.004
29 H 5.400 -1.621 -3.149
30 H 0.986 2.337 -2.639
31 H 0.156 -1.608 -3.941
32 C -2.556 0.311 1.482
33 C -2.266 1.094 3.570
34 H -5.232 -1.966 -0.647
35 N -1.239 -0.666 -1.010
36 B -0.275 -2.735 1.711
37 F 0.611 -2.137 0.664
38 H 5.171 -1.359 3.914
39 C 2.968 -3.210 -4.566
40 C -2.289 3.129 -2.295
41 C 1.429 -1.058 -2.350
42 H -4.967 -0.562 -3.354
43 H 5.246 0.855 -3.385
44 H -5.195 -2.762 -2.216
45 C -1.048 -1.062 -2.302
46 H -5.170 1.249 1.886
47 H -4.970 1.586 3.608
48 H 0.498 3.091 -4.962
49 C 2.908 1.253 5.017
50 C 3.665 -0.981 -2.105
51 O -1.468 2.685 0.372
52 H 6.706 -0.983 3.125
53 H -2.348 -0.410 -6.333
54 H 2.069 -3.685 -4.182
55 H -6.556 -1.717 -1.798
56 H -6.352 -0.491 3.202
57 C 5.167 0.515 2.831
58 H 2.957 0.221 6.924
59 C -1.011 2.692 -1.955
60 H -3.269 -0.134 5.867
61 C 0.180 -1.272 -2.915
62 I -1.956 4.221 -6.474
63 C -2.318 -1.142 -2.985
64 C 2.872 -1.688 -4.443
65 C 5.625 -0.934 3.022
66 C -3.272 -0.754 -2.089
67 H -3.038 3.165 -1.517
68 F -1.531 -2.444 1.232
69 H 3.098 -3.498 -5.607
70 C -1.556 3.510 -4.529
71 H -4.268 0.070 0.283
72 C 0.233 0.953 3.530
73 H 5.451 1.106 3.703
74 C 2.734 0.887 3.582
75 H 4.693 -0.221 0.283
76 C -3.235 0.805 2.657
77 C 2.852 -0.020 5.868
78 C -4.746 -0.640 -2.288
79 H -5.105 0.271 -1.806
80 H -3.386 2.164 5.018
81 C -0.760 2.278 -0.532
82 H 5.613 -1.452 -1.405
83 C -4.716 0.885 2.810
84 H -1.806 -2.247 -4.736
85 C -2.432 1.636 4.951
86 C -1.006 0.774 2.942
87 Ti 0.179 -0.188 0.350
88 H -1.270 0.209 -5.072
89 H 3.787 -1.239 -4.834
90 H 5.414 1.045 -1.643
91 C 2.990 0.172 1.461
92 C -2.496 -1.458 -4.431
93 C -5.265 -0.504 3.148
94 H -4.954 -1.220 2.390
95 H 3.867 1.756 5.163
96 H -2.988 0.565 -5.002
97 C 5.145 -1.004 -2.285
98 H -1.508 -0.070 5.920
99 F -0.010 -4.042 1.820
100 C 2.695 -1.257 -3.024
101 H 3.816 -3.579 -3.995
102 N -1.211 0.286 1.687
103 H -3.513 -1.817 -4.598
104 C -5.480 -1.848 -1.699

Forces on the atoms, in the same order (eV/Å):
0.0 -0.1 0.1
0.1 0.1 0.8
0.1 -0.2 0.0
0.2 0.0 0.4
-0.4 0.1 -0.1
0.0 0.1 0.1
-0.1 0.0 0.0
0.1 0.1 0.0
0.0 0.2 0.4
-0.3 0.1 0.3
0.0 -0.1 0.0
0.1 0.1 0.0
0.0 0.1 -0.2
-0.1 -0.1 0.3
-0.1 0.1 0.0
0.2 0.0 0.3
0.4 -0.2 -0.2
-0.3 0.1 0.0
-0.1 -0.1 0.0
1.0 0.4 -0.2
0.2 0.0 -0.2
0.0 -0.1 0.0
0.0 0.0 0.0
0.0 -0.2 0.0
0.1 0.1 0.0
0.0 0.0 0.1
0.0 0.0 0.0
0.0 0.2 0.0
0.0 -0.1 0.1
0.0 -0.1 0.0
0.0 0.0 -0.1
-0.8 -0.1 -0.3
0.0 0.0 -0.3
0.0 -0.1 0.1
-0.5 -0.2 -0.1
-0.3 0.2 0.2
0.3 -0.1 -0.3
0.0 -0.1 0.1
0.0 0.2 -0.1
0.2 -0.1 0.2
0.1 0.0 -0.3
0.0 0.1 0.0
0.0 0.1 -0.1
0.0 -0.1 0.0
0.2 -0.1 -0.7
0.0 0.1 0.1
0.0 0.0 -0.1
0.0 0.0 0.0
0.0 -0.2 0.0
-0.3 -0.1 0.0
0.4 0.0 -0.7
0.1 -0.1 0.0
0.0 0.0 -0.1
-0.1 -0.1 0.1
-0.1 -0.1 0.0
-0.1 -0.1 0.0
-0.1 -0.2 0.0
0.0 -0.1 0.1
0.1 -0.1 0.0
0.0 -0.1 0.0
-0.2 0.1 0.2
0.1 -0.2 0.3
0.0 0.0 0.3
0.0 -0.2 0.1
0.1 0.1 0.0
0.4 0.0 0.0
-0.1 0.0 0.0
-0.7 -0.3 0.0
0.0 -0.1 -0.1
-0.1 0.2 -0.4
-0.1 0.0 0.0
-0.2 0.0 -0.2
0.1 0.1 0.0
0.0 0.1 -0.4
0.1 0.0 0.0
0.3 0.1 -0.1
0.0 0.2 0.1
0.1 -0.2 0.1
0.0 0.1 -0.1
0.1 0.1 0.0
-1.8 1.6 0.2
0.1 -0.1 -0.1
0.1 -0.2 0.1
-0.1 0.0 0.0
0.0 -0.2 0.0
0.4 0.3 0.8
0.5 -0.5 -0.2
0.1 0.1 0.0
-0.1 0.1 -0.1
0.0 0.1 0.0
0.7 -0.1 -0.2
0.0 0.2 0.0
-0.1 0.1 0.0
0.0 -0.1 0.0
-0.1 0.0 0.0
0.0 0.1 0.0
-0.1 0.2 0.0
0.1 -0.1 0.0
0.3 -0.9 0.0
-0.1 0.2 0.2
0.1 -0.1 0.1
-0.2 -0.1 0.2
0.1 -0.1 0.0
-0.1 0.2 -0.1

Löwdin population analysis, charges in e, atoms 1 to 8:
1 H 0.0689
2 F 0.1752
3 C -0.0809
4 N 0.0205
5 C -0.1997
6 H 0.1112
7 C -0.1468
8 H 0.0714

=====

2.
Density functional theory data (wB97M-V/def2-TZVPD) for a molecular structure, C9H9N3 at a distorted geometry.

2S+1 ... 1
ΔE to the lowest compared entry with this formula, charge and spin ... 153.6 kcal per mole
Max |F| ... 6.8 eV Å⁻¹
M ... 159.192 Da

Atoms and positions in Å:
1 C 2.442 0.782 -0.068
2 H -4.115 -1.338 1.344
3 C 2.480 -0.403 0.721
4 H -3.009 -2.582 -0.145
5 N -1.041 1.250 -0.893
6 N 3.733 1.398 -0.618
7 H 3.358 -0.951 1.006
8 H 1.000 -2.077 1.539
9 H -4.239 -0.872 -0.915
10 H 4.196 1.693 0.445
11 H 1.068 2.386 -0.316
12 N -1.065 -1.464 0.143
13 C 1.182 -1.113 0.833
14 C -2.186 0.612 -0.613
15 H 3.557 2.403 -0.753
16 C 0.058 0.653 -0.381
17 H -3.166 0.943 -1.087
18 C 1.281 1.320 -0.293
19 C 0.060 -0.605 0.116
20 C -2.147 -0.739 -0.036
21 C -3.449 -1.299 -0.026

Forces on the atoms, in the same order (eV/Å):
5.1 -1.4 0.6
2.0 0.4 -4.3
-3.9 -2.2 -1.2
-2.5 3.6 0.2
-3.1 -0.1 0.6
-0.2 1.3 6.4
0.4 0.3 0.3
0.7 2.4 -2.1
2.2 -1.6 2.9
-0.6 -1.7 -3.5
0.9 0.3 -1.1
-0.3 2.9 0.4
2.6 -0.1 0.8
2.4 0.4 -1.2
-0.6 -0.4 -1.0
0.8 0.4 0.4
1.5 0.0 0.9
-4.1 3.5 -1.5
-0.2 -4.3 2.3
0.6 1.7 -1.4
-3.8 -5.4 1.6

Löwdin population analysis, charges in e, atoms 1 to 8:
1 C -0.3404
2 H 0.1945
3 C 0.0045
4 H 0.1599
5 N 0.1391
6 N 0.0480
7 H 0.0921
8 H 0.1539

=====

3.
Density functional theory data (wB97M-V/def2-TZVPD) for 2 unconnected molecules or ions with the total composition C5H12N3 at a distorted geometry.

2S+1 ... 1
ΔE to the lowest compared entry with this formula, charge and spin ... 69.7 kcal per mole
Max |F| ... 7.3 eV Å⁻¹
M ... 114.172 Da
Charge ... +1

Atoms and positions in Å:
1 H -0.855 -1.323 1.263
2 C -1.262 0.308 0.378
3 N 0.252 -2.935 -0.652
4 H -0.248 -1.265 -1.599
5 H -1.674 0.659 -1.733
6 C -1.244 0.909 1.546
7 H -2.097 2.040 -0.595
8 N -0.729 -1.037 0.300
9 C -1.327 1.224 -0.818
10 H 0.438 -3.530 -1.490
11 H 2.481 0.131 -0.828
12 H 3.478 1.377 -0.119
13 H 2.182 0.738 0.891
14 H 1.740 1.667 -0.599
15 H -2.010 1.782 3.189
16 N -1.278 1.616 2.445
17 H 0.198 -3.393 0.216
18 C 2.474 0.981 -0.163
19 H -0.322 1.757 -0.935
20 C -0.196 -1.705 -0.695

Forces on the atoms, in the same order (eV/Å):
0.7 -1.5 -0.3
0.9 -0.1 -1.8
0.3 -0.8 -1.1
0.1 1.7 -3.0
0.5 0.8 0.8
-0.7 -3.0 -3.7
1.0 -1.2 -0.5
-0.3 0.9 0.8
-0.4 0.9 -0.4
-0.2 1.2 1.1
0.1 -0.6 0.1
0.1 0.4 -0.2
0.1 -0.1 -1.0
0.5 0.3 0.3
1.0 -0.3 -1.4
-0.8 3.7 6.3
0.2 -1.0 1.0
-0.7 0.0 0.8
-1.4 -0.9 -0.4
-1.1 -0.3 2.6

Löwdin population analysis, charges in e, atoms 1 to 8:
1 H 0.1687
2 C -0.2870
3 N 0.1907
4 H 0.1206
5 H 0.0966
6 C -0.1693
7 H 0.1163
8 N 0.1266

=====

Question: Look up the 2S+1 of the first one.
Answer: 1